Record 1
68
Properties=species:S:1:pos:R:3:lowdin_charge:R:1 method="wB97M-V/def2-TZVPD" e_lumo_ev="-13.5 / -16.2" e_above_lowest_ev=4.420 homo_energy_ha="-0.6662 / -0.7521" multiplicity=5 total_charge=+4
Os -0.045 0.070 -0.260 0.679
P -1.878 -1.158 -0.320 0.581
P 1.092 -0.330 1.582 0.603
P 1.148 -1.449 -1.499 0.653
H -1.625 4.733 -1.105 0.073
C -1.773 4.150 -2.018 0.120
C -2.849 3.401 -2.193 0.184
H -3.392 3.008 -1.323 0.125
C -3.414 -0.325 0.223 -0.221
C -1.801 -2.640 0.774 -0.190
C -2.434 -1.821 -1.941 -0.227
C 2.304 1.029 1.732 -0.220
C 0.079 -0.227 3.112 -0.208
C 2.074 -1.830 1.933 -0.208
C 0.866 -1.728 -3.293 -0.225
C 1.552 -3.181 -0.992 -0.191
C 2.809 -0.610 -1.549 -0.230
H -1.180 4.547 -2.871 0.138
H -3.394 3.349 -3.130 0.126
H -3.598 0.552 -0.414 0.043
H -3.320 -0.004 1.269 0.041
H -4.254 -1.028 0.134 0.085
H -1.602 -2.331 1.809 0.045
H -1.015 -3.325 0.434 0.035
H -2.771 -3.154 0.728 0.086
H -2.593 -0.989 -2.644 0.041
H -3.379 -2.363 -1.790 0.080
H -1.691 -2.513 -2.353 0.041
H 2.970 0.799 2.572 0.082
H 1.775 1.971 1.933 0.043
H 2.887 1.113 0.805 0.040
H 0.569 -0.843 3.880 0.078
H -0.941 -0.605 2.928 0.032
H 0.047 0.822 3.446 0.060
H 2.931 -1.912 1.268 0.044
H 1.460 -2.726 1.828 0.057
H 2.434 -1.745 2.959 0.079
H 1.171 -2.746 -3.558 0.070
H 1.450 -1.026 -3.895 0.040
H -0.186 -1.599 -3.550 0.020
H 1.573 -3.830 -1.877 0.070
H 0.804 -3.579 -0.302 0.026
H 2.533 -3.236 -0.509 0.064
H 3.297 -0.853 -2.504 0.069
H 3.441 -0.950 -0.717 0.053
H 2.644 0.477 -1.489 0.024
C -1.302 1.537 -4.501 -0.314
C -0.114 2.008 -3.632 -0.083
C 1.251 2.046 -4.227 0.086
C 1.401 1.810 -5.561 0.059
C 0.295 1.327 -6.323 0.099
C -0.964 1.089 -5.816 0.146
O -2.428 1.469 -4.003 0.131
H -0.212 1.252 -2.866 0.076
H -0.325 2.923 -3.069 0.085
H 2.102 2.309 -3.581 0.156
H 2.355 2.037 -6.071 0.168
H 0.406 1.157 -7.384 0.157
H -1.794 0.688 -6.395 0.171
N -0.793 5.373 0.691 0.143
N -0.571 4.032 0.967 -0.177
N -1.532 3.481 1.811 0.204
C -1.496 2.210 1.453 -0.179
N -0.670 1.984 0.379 -0.201
N -0.217 3.180 -0.041 0.067
H 0.007 5.779 0.217 0.137
H -1.146 5.826 1.526 0.144
H -2.059 1.425 1.972 0.115



Record 2
37
Properties=species:S:1:pos:R:3:lowdin_charge:R:1 method="wB97M-V/def2-TZVPD" e_lumo_ev=0.8 homo_energy_ha=-0.2436
Pd -0.930 -0.058 -0.322 0.473
C -1.598 2.593 2.608 -0.058
C -1.949 1.292 1.938 -0.311
C -2.579 1.280 0.683 -0.120
C -3.027 0.073 0.102 -0.220
C -2.714 -1.144 0.746 -0.166
C -2.085 -1.125 2.000 -0.125
C -1.739 0.080 2.601 -0.105
H -2.315 2.819 3.400 0.081
H -1.607 3.415 1.892 0.073
H -0.608 2.539 3.062 0.075
H -2.828 2.219 0.201 0.104
H -3.679 0.091 -0.763 0.098
H -3.071 -2.082 0.339 0.093
H -1.917 -2.059 2.523 0.096
H -1.292 0.084 3.588 0.105
O -1.229 -0.787 -3.283 -0.093
C -0.021 -1.465 -2.949 -0.293
C 1.104 -0.445 -2.995 -0.164
C 1.164 0.629 -1.853 -0.143
C 1.977 0.161 -0.677 -0.288
C 3.368 0.121 -0.688 -0.025
C 4.042 -0.351 0.425 -0.067
C 3.310 -0.767 1.527 -0.066
C 1.930 -0.686 1.466 -0.121
N 1.280 -0.229 0.401 0.053
H -1.960 -1.406 -3.216 0.080
H 0.163 -2.250 -3.695 0.114
H -0.086 -1.932 -1.955 0.098
H 0.981 0.068 -3.951 0.111
H 2.050 -0.991 -3.007 0.109
H 0.125 0.869 -1.451 0.055
H 1.590 1.539 -2.280 0.115
H 3.915 0.439 -1.566 0.116
H 5.123 -0.396 0.436 0.106
H 3.800 -1.148 2.412 0.101
H 1.312 -0.992 2.303 0.108